(1)
A 2-piece molecular cluster, C3H11NP overall in a non-equilibrium geometry. Source: the Open Molecules 2025 dataset; level of theory: ωB97M-V/def2-TZVPD.

The geometry in XYZ format:
```
16
Properties=species:S:1:pos:R:3
C 1.760 -0.638 -0.007
C 0.253 2.015 -0.106
C -0.670 -0.954 -0.230
N 0.423 -0.280 0.405
P -2.248 0.076 -0.136
H 2.500 -0.037 0.521
H 1.960 -1.693 0.210
H 1.875 -0.492 -1.081
H -0.562 2.317 0.529
H 1.256 2.199 0.235
H 0.073 1.912 -1.159
H -0.854 -1.927 0.245
H -0.422 -1.127 -1.281
H 0.320 -0.180 1.410
H -3.068 -0.887 -0.722
H -2.594 -0.303 1.167
```

Output
LUMO level (spin up / spin down) in eV: -5.986 / -5.986
Gap between HOMO and LUMO (spin up / spin down) in eV: 7.9250 / 7.9245
Total energy in a.u.: -516.639144
Max |F| in eV/A: 3.4
Charge: +1
Energy above the lowest of the compared OMol25 structures with the same formula, charge and spin in kJ/mol: 461.07


(2)
A 2-piece molecular cluster, C3H11NP2Si overall in a non-equilibrium geometry. Source: the Open Molecules 2025 dataset; level of theory: ωB97M-V/def2-TZVPD.

The geometry in XYZ format:
```
18
Properties=species:S:1:pos:R:3
C 1.584 1.598 1.126
C 0.553 0.663 -1.705
C -1.331 0.594 0.824
N -1.190 -2.359 -0.791
Si 0.451 0.372 0.183
P -1.937 -3.275 0.169
P 1.094 -1.749 0.709
H 1.463 1.486 2.200
H 2.634 1.445 0.896
H 1.339 2.626 0.874
H 1.419 1.260 -1.981
H 0.620 -0.285 -2.232
H -0.334 1.171 -2.070
H -2.009 -0.060 0.286
H -1.401 0.345 1.879
H -1.678 1.615 0.698
H -3.124 -3.514 -0.616
H 1.847 -1.933 -0.449
```

Output
LUMO level (spin up / spin down) in eV: -0.989 / -1.161
Gap between HOMO and LUMO (spin up / spin down) in eV: 8.2349 / 7.0091
Total energy in a.u.: -1147.746949
Max |F| in eV/A: 2.3
Energy above the lowest of the compared OMol25 structures with the same formula, charge and spin in kJ/mol: 156.54


(3)
A 2-piece molecular cluster, C3H11NS overall in a non-equilibrium geometry. Source: the Open Molecules 2025 dataset; level of theory: ωB97M-V/def2-TZVPD.

The geometry in XYZ format:
```
16
Properties=species:S:1:pos:R:3
C 0.994 -2.428 -0.896
S 0.225 -1.764 -2.404
H 0.561 -3.424 -0.762
H 0.711 -1.895 0.003
H 2.053 -2.612 -1.031
C 0.098 2.389 0.233
N -0.846 1.282 0.246
C -0.860 0.382 1.399
H 0.036 3.015 -0.654
H 1.118 1.978 0.303
H 0.011 3.057 1.093
H -0.824 -1.233 -1.793
H -0.737 0.827 -0.646
H -1.690 0.628 2.055
H -0.989 -0.618 1.000
H 0.139 0.415 1.855
```

Output
LUMO level in eV: 0.889
SMILES string: CNC.CS
Gap between HOMO and LUMO in eV: 9.4307
Total energy in a.u.: -573.794337
Max |F| in eV/A: 1.7
Energy above the lowest of the compared OMol25 structures with the same formula, charge and spin in kJ/mol: 97.60


(4)
A 2-piece molecular cluster, C3H11NS2 overall in a non-equilibrium geometry. Source: the Open Molecules 2025 dataset; level of theory: ωB97M-V/def2-TZVPD.

The geometry in XYZ format:
```
17
Properties=species:S:1:pos:R:3
C 1.878 1.439 -0.554
S 2.058 -0.149 -1.418
S 1.595 0.430 -3.353
H 0.842 1.541 -0.241
H 2.393 1.297 0.400
H 2.227 2.269 -1.147
H 0.452 -0.249 -3.527
C -2.243 -0.321 1.157
C -0.823 -0.444 0.650
N -0.160 -1.733 0.845
H -2.868 -1.095 0.719
H -2.591 0.696 0.964
H -2.275 -0.341 2.254
H -0.212 0.303 1.157
H -0.934 -0.144 -0.397
H -0.154 -1.922 1.845
H 0.816 -1.577 0.644
```

Output
LUMO level in eV: 0.486
SMILES string: CCN.CSS
Gap between HOMO and LUMO in eV: 9.3787
Total energy in a.u.: -972.001774
Max |F| in eV/A: 1.4
Energy above the lowest of the compared OMol25 structures with the same formula, charge and spin in kJ/mol: 42.95


(5)
A 2-piece molecular cluster, C3H11O overall in a non-equilibrium geometry. Source: the Open Molecules 2025 dataset; level of theory: ωB97M-V/def2-TZVPD.

The geometry in XYZ format:
```
15
Properties=species:S:1:pos:R:3
O -2.131 0.911 1.524
H -2.966 0.560 1.127
H -2.463 1.634 2.083
H -1.235 0.888 1.077
C 1.555 -0.046 -1.718
C 0.778 -0.960 -0.750
C 0.396 -0.266 0.551
H 1.575 -0.602 -2.650
H 2.496 0.285 -1.295
H 0.998 0.886 -1.883
H 1.410 -1.836 -0.561
H -0.052 -1.460 -1.258
H -0.339 -0.788 1.169
H 1.265 -0.078 1.177
H 0.044 0.769 0.327
```

Output
LUMO level in eV: -4.872
Gap between HOMO and LUMO in eV: 10.1178
Total energy in a.u.: -195.802650
Max |F| in eV/A: 2.6
Charge: +1
Energy above the lowest of the compared OMol25 structures with the same formula, charge and spin in kJ/mol: 35.91


(6)
A 3-piece molecular cluster, C3H11O2S overall. Source: the Open Molecules 2025 dataset; level of theory: ωB97M-V/def2-TZVPD.

The geometry in XYZ format:
```
17
Properties=species:S:1:pos:R:3
C 0.273 -1.660 0.441
C 0.602 -1.070 -0.914
C 0.912 0.436 -0.830
S 2.188 0.933 0.363
H -0.624 -1.180 0.836
H 0.013 -2.717 0.415
H 1.086 -1.492 1.141
H -0.232 -1.169 -1.606
H 1.453 -1.572 -1.364
H 1.150 0.806 -1.829
H -0.032 0.928 -0.557
H -6.958 0.409 2.012
H -6.804 0.218 0.483
O -7.272 0.718 1.159
H 4.401 1.446 0.123
H 4.684 2.896 -0.004
O 5.161 2.071 0.131
```

Output
LUMO level in eV: 2.612
Gap between HOMO and LUMO in eV: 5.3589
Total energy in a.u.: -669.601211
Max |F| in eV/A: 0.7
Charge: -1
Energy above the lowest of the compared OMol25 structures with the same formula, charge and spin in kJ/mol: 51.74


- Which of these has the lowest energy above the lowest of the compared OMol25 structures with the same formula, charge and spin?
  C3H11O